117
Properties=species:S:1:pos:R:3:lowdin_charge:R:1 method="wB97M-V/def2-TZVPD" e_homo_ev=-10.06 de_lowest_kj_mol=209.6 homo_lumo_gap_ev=7.7 charge=+1
C 6.014 -0.116 3.010 -0.0593
C 6.540 -0.873 1.766 -0.2666
O 7.301 -0.085 0.878 -0.1409
C 6.605 1.038 0.373 -0.2107
C 5.329 0.665 -0.438 -0.1348
C 4.028 1.202 0.270 -0.1724
C 2.970 0.096 0.524 -0.1443
C 1.551 0.733 0.366 -0.1112
N 0.510 -0.114 -0.288 -0.1136
C 0.864 -0.446 -1.724 -0.0718
C 1.930 0.420 -2.440 -0.0561
C 1.642 0.357 -3.943 -0.5225
O 1.474 -0.644 -4.518 0.1821
O 1.569 1.556 -4.603 0.1093
C 0.328 -1.455 0.355 -0.0699
C -0.531 -1.477 1.619 -0.2633
C -0.012 -0.745 2.867 -0.1483
C -0.591 -1.441 4.139 -0.3028
C 0.465 -2.173 4.995 -0.6261
I -0.222 -2.062 7.062 0.7393
C -1.992 -1.114 1.198 -0.0458
C -2.067 -0.194 -0.066 -0.3123
C -2.474 -0.951 -1.353 -0.1095
C -3.809 -1.726 -1.290 -0.1096
C -3.796 -2.682 -2.457 -0.2433
F -4.127 -2.278 -3.687 0.0878
C -3.378 -3.963 -2.227 -0.3265
F -2.172 -4.376 -2.550 0.1543
F -4.080 -4.868 -1.656 0.2076
C -3.275 0.716 0.246 -0.1949
O -2.980 1.570 1.327 -0.1858
C -4.026 2.505 1.573 -0.0723
C -0.796 0.684 -0.202 -0.1398
C -0.895 1.798 -1.250 -0.1047
C -1.514 3.129 -0.736 -0.3705
C -1.367 4.103 -1.951 -0.0729
C -0.712 3.768 0.418 -0.0318
H 4.989 0.243 2.894 0.0522
H 6.719 0.685 3.239 0.0864
H 5.984 -0.840 3.825 0.0735
H 5.731 -1.427 1.277 0.0891
H 7.223 -1.638 2.144 0.1219
H 7.297 1.510 -0.332 0.1226
H 6.420 1.789 1.150 0.1144
H 5.218 -0.408 -0.604 0.1003
H 5.380 1.155 -1.414 0.1055
H 3.649 2.016 -0.357 0.1009
H 4.262 1.648 1.239 0.1028
H 3.072 -0.339 1.522 0.1028
H 3.059 -0.744 -0.175 0.0961
H 1.637 1.695 -0.130 0.0979
H 1.268 1.007 1.383 0.1296
H -0.024 -0.448 -2.354 0.1258
H 1.237 -1.466 -1.790 0.1403
H 2.913 -0.034 -2.288 0.1285
H 2.013 1.470 -2.162 0.1082
H 1.016 2.132 -4.049 0.1074
H -0.213 -2.096 -0.345 0.1348
H 1.267 -1.982 0.537 0.1195
H -0.569 -2.531 1.907 0.1308
H 1.075 -0.899 2.909 0.0956
H -0.198 0.333 2.876 0.1144
H -1.352 -2.184 3.882 0.1114
H -1.104 -0.703 4.755 0.0608
H 0.505 -3.230 4.785 0.0113
H 1.451 -1.719 4.942 0.0426
H -2.528 -2.052 1.040 0.1191
H -2.464 -0.635 2.060 0.1282
H -1.713 -1.632 -1.748 0.1104
H -2.614 -0.188 -2.131 0.1195
H -3.948 -2.351 -0.402 0.1264
H -4.667 -1.053 -1.398 0.1241
H -4.146 0.113 0.535 0.1452
H -3.519 1.290 -0.658 0.1073
H -4.965 2.119 1.179 0.0800
H -4.117 2.709 2.642 0.0984
H -3.821 3.474 1.103 0.0795
H -0.776 1.191 0.767 0.1367
H 0.076 2.125 -1.638 0.0999
H -1.483 1.533 -2.136 0.1146
H -2.587 3.066 -0.568 0.0810
H -1.994 4.979 -1.788 0.0651
H -1.741 3.555 -2.828 0.0659
H -0.319 4.368 -2.123 0.0874
H -1.050 3.490 1.417 0.0815
H 0.336 3.461 0.291 0.0735
H -0.704 4.847 0.260 0.0870
C 4.022 -5.599 0.838 -0.2095
C 3.509 -6.444 2.011 -0.2023
C 3.329 -5.504 3.210 -0.2046
S 2.987 -3.882 2.528 0.6758
O 4.072 -2.996 2.863 -0.3073
O 1.613 -3.520 2.804 -0.3293
C 3.142 -4.354 0.808 -0.2357
H 3.975 -6.143 -0.104 0.1213
H 5.063 -5.316 1.013 0.1244
H 2.548 -6.890 1.745 0.1202
H 4.191 -7.257 2.250 0.1207
H 2.498 -5.806 3.844 0.1081
H 4.239 -5.431 3.803 0.1116
H 3.575 -3.532 0.238 0.0991
H 2.143 -4.587 0.436 0.1077
C -5.886 3.267 -4.233 -0.2111
C -6.699 4.510 -3.850 -0.2039
C -6.609 4.666 -2.326 -0.2075
S -5.047 3.931 -1.840 0.6856
O -5.313 2.768 -1.023 -0.3233
O -4.141 4.964 -1.401 -0.3205
C -4.568 3.383 -3.474 -0.2331
H -5.723 3.205 -5.308 0.1205
H -6.420 2.366 -3.921 0.1222
H -6.270 5.389 -4.335 0.1207
H -7.735 4.430 -4.175 0.1194
H -6.621 5.709 -2.022 0.1078
H -7.405 4.123 -1.819 0.1092
H -4.026 2.441 -3.402 0.1000
H -3.929 4.152 -3.907 0.1099

---

19
Properties=species:S:1:pos:R:3:nbo_charge:R:1 method="wB97M-V/def2-TZVPD" e_homo_ev=-8.79 de_lowest_kj_mol=224.4 smiles="C=CC[C@H](N)CN" homo_lumo_gap_ev=9.8 charge=0
C 0.085 1.792 2.253 -0.4058
C 0.718 1.267 1.189 -0.1987
C 0.735 -0.244 1.101 -0.4366
C -0.214 -0.639 -0.030 -0.0580
N -0.042 -2.045 -0.380 -0.8521
C -0.046 0.246 -1.276 -0.2353
N -1.043 -0.233 -2.316 -0.8570
H -0.704 1.164 2.724 0.1790
H 0.279 2.726 2.794 0.2039
H 1.347 1.997 0.563 0.2101
H 1.736 -0.576 0.864 0.2149
H 0.500 -0.678 2.104 0.2241
H -1.186 -0.373 0.429 0.1890
H 0.641 -2.182 -1.158 0.3567
H -0.894 -2.538 -0.726 0.3758
H 1.117 0.243 -1.521 0.1820
H -0.247 1.252 -1.036 0.1900
H -1.926 0.362 -2.287 0.3580
H -0.732 0.014 -3.301 0.3599

---

35
Properties=species:S:1:pos:R:3:nbo_charge:R:1 method="wB97M-V/def2-TZVPD" e_homo_ev="-4.84 / -7.78" multiplicity=2 homo_lumo_gap_ev="4.6 / 7.5" charge=0
Hg 0.924 -0.154 0.569 1.5047
O 3.453 2.864 -0.088 -0.6375
C 2.535 2.061 -0.038 0.7180
O 2.605 0.970 0.699 -0.9306
C 1.284 2.282 -0.814 -0.0247
C 1.125 3.404 -1.616 -0.1791
C -0.037 3.598 -2.330 -0.2585
C -1.084 2.641 -2.246 -0.1113
C -2.292 2.765 -2.939 -0.1926
C -3.286 1.806 -2.827 -0.2462
C -3.096 0.699 -2.019 -0.2148
C -1.906 0.551 -1.321 -0.3025
C -0.890 1.501 -1.416 0.2654
N 0.276 1.343 -0.723 -0.7704
H 1.937 4.112 -1.658 0.2415
H -0.167 4.467 -2.955 0.2055
H -2.443 3.628 -3.570 0.2057
H -4.210 1.923 -3.371 0.2072
H -3.870 -0.049 -1.931 0.2044
H -1.755 -0.321 -0.683 0.1777
N 0.002 -1.000 2.817 -0.8767
C 0.508 -2.261 3.376 -0.2191
C 0.368 -3.419 2.383 -0.4214
C 1.520 -3.542 1.381 -0.2191
N 1.323 -2.671 0.214 -0.8767
H 0.173 -0.247 3.481 0.3923
H -1.009 -1.067 2.707 0.3789
H -0.031 -2.514 4.300 0.1872
H 1.559 -2.116 3.632 0.2023
H -0.571 -3.307 1.834 0.2026
H 0.313 -4.348 2.951 0.2272
H 1.610 -4.591 1.064 0.1872
H 2.460 -3.256 1.857 0.2023
H 0.531 -3.015 -0.328 0.3789
H 2.138 -2.734 -0.393 0.3923

---

8
Properties=species:S:1:pos:R:3:nbo_charge:R:1 method="wB97M-V/def2-TZVPD" e_homo_ev=-4.79 de_lowest_kj_mol=0.0 smiles="CS(=O)(=O)[O-]" homo_lumo_gap_ev=9.1 charge=-1
C -1.027 0.003 -0.068 -0.8666
S 0.998 0.003 0.051 2.3682
O 1.369 0.290 -1.338 -1.0380
O 1.307 1.083 0.987 -1.0283
O 1.366 -1.333 0.508 -1.0247
H -1.312 -0.254 0.949 0.1947
H -1.379 0.983 -0.336 0.1977
H -1.322 -0.775 -0.753 0.1970